The following is a quantum chemistry calculation of a structure of composition C20H30GeN3O11PSeV, from the OMol25 dataset.

Atoms and positions in Å:
1 V 0.186 0.089 -0.315
2 O -0.170 -2.827 0.705
3 C -1.543 -2.691 0.927
4 C -1.932 -1.305 1.474
5 N -1.873 -0.213 0.491
6 C -2.718 -0.505 -0.671
7 C -1.823 -1.163 -1.756
8 O -2.234 -2.068 -2.446
9 O -0.660 -0.623 -1.815
10 C -2.245 1.044 1.145
11 C -0.975 1.731 1.638
12 O -0.966 2.329 2.733
13 O 0.010 1.669 0.868
14 H 0.076 -2.630 -0.212
15 H -1.791 -3.415 1.713
16 H -2.134 -2.954 0.040
17 H -1.237 -1.061 2.286
18 H -2.954 -1.380 1.884
19 H -3.093 0.425 -1.113
20 H -3.573 -1.148 -0.427
21 H -2.958 0.903 1.966
22 H -2.685 1.727 0.411
23 N 1.568 2.512 3.193
24 C 1.844 1.112 3.534
25 P 2.332 0.330 1.861
26 O 2.833 1.499 1.097
27 O 1.206 -0.517 1.344
28 C 3.628 -0.887 2.420
29 N 3.684 -1.953 1.438
30 H 2.076 2.637 2.279
31 H 1.858 3.184 3.901
32 H 0.487 2.594 2.994
33 H 0.964 0.646 3.977
34 H 2.685 1.032 4.225
35 H 3.358 -1.250 3.422
36 H 4.599 -0.388 2.466
37 H 4.318 -2.696 1.719
38 H 3.818 -1.108 0.035
39 H 2.754 -2.341 1.284
40 Ge -0.163 1.854 -2.146
41 C -0.409 1.132 -3.981
42 C -1.721 1.014 -4.425
43 C -2.002 0.432 -5.647
44 C -0.968 -0.054 -6.430
45 C 0.339 0.048 -5.985
46 C 0.622 0.642 -4.766
47 C 0.724 3.610 -1.799
48 C 2.043 3.867 -2.144
49 C 2.557 5.145 -1.997
50 C 1.767 6.166 -1.494
51 C 0.459 5.905 -1.123
52 C -0.059 4.631 -1.278
53 H -1.727 2.282 -1.800
54 H -2.530 1.390 -3.808
55 H -3.027 0.342 -5.977
56 H -1.179 -0.530 -7.378
57 H 1.148 -0.349 -6.581
58 H 1.646 0.698 -4.420
59 H 2.660 3.064 -2.526
60 H 3.578 5.342 -2.282
61 H 2.171 7.162 -1.382
62 H -0.155 6.696 -0.720
63 H -1.088 4.422 -1.008
64 O 3.876 -0.537 -0.789
65 Se 2.462 -0.620 -1.731
66 O 1.602 -1.812 -1.165
67 O 1.733 0.813 -1.517
68 O 2.972 -0.778 -3.195

Results
Multiplicity   4
E_LUMO (alpha / beta)   0.1 / -1.2 eV
Energy relative to the best compared isomer or geometry (same formula, charge and spin)   298.5 kJ/mol
E_HOMO (alpha / beta)   -0.29451 / -0.33092 hartree
⟨S²⟩   3.7606

These are the Mulliken partial charges, in e, on atoms 1 to 6:
1 V 1.293
2 O -0.452
3 C -0.784
4 C -0.680
5 N 0.228
6 C -0.775

The following is a quantum chemistry calculation of a structure of composition C24H53BBr2Cl2F4MgN5NaO8, from the OMol25 dataset.

Atoms and positions in Å:
1 C 2.930 -2.703 -1.072
2 C 2.492 -1.854 -2.355
3 C 1.321 -0.837 -1.963
4 O 1.742 -0.205 -0.744
5 C 1.878 1.193 -0.865
6 C 2.913 1.708 -1.967
7 C 4.151 2.338 -1.160
8 C 4.911 1.062 -0.551
9 C 6.426 1.352 -0.167
10 Cl 6.453 1.478 1.639
11 C 2.340 2.793 -2.992
12 C 1.260 3.790 -2.394
13 Br 1.822 5.712 -2.452
14 N 0.823 3.415 -1.017
15 C 0.483 1.930 -1.052
16 C -0.365 1.635 0.314
17 C -1.943 1.862 0.136
18 C -2.511 0.514 -0.511
19 O -3.535 0.912 -1.448
20 H 2.128 -2.615 -0.275
21 H 3.872 -2.291 -0.599
22 H 3.066 -3.798 -1.285
23 H 2.206 -2.507 -3.237
24 H 3.425 -1.283 -2.666
25 H 1.055 -0.135 -2.802
26 H 0.406 -1.505 -1.780
27 H 2.280 1.557 0.138
28 H 3.366 0.888 -2.598
29 H 4.804 2.937 -1.859
30 H 3.805 2.964 -0.288
31 H 4.906 0.190 -1.282
32 H 4.342 0.735 0.369
33 H 7.031 0.464 -0.527
34 H 6.747 2.289 -0.709
35 H 3.219 3.406 -3.357
36 H 1.877 2.333 -3.918
37 H 0.332 3.744 -3.068
38 H -0.010 3.922 -0.662
39 H 1.602 3.596 -0.351
40 H -0.072 1.632 -1.985
41 H -0.175 0.608 0.730
42 H 0.037 2.368 1.078
43 H -2.132 2.763 -0.539
44 H -2.435 2.007 1.166
45 H -3.024 -0.126 0.275
46 H -1.711 -0.068 -1.046
47 H -3.421 0.348 -2.238
48 B 3.664 0.804 3.977
49 F 4.003 -0.579 3.872
50 F 2.498 0.948 4.782
51 F 4.743 1.515 4.568
52 F 3.404 1.329 2.669
53 Cl -0.883 4.179 -4.625
54 C 3.817 -3.847 4.634
55 C 4.822 -3.928 3.491
56 C 4.201 -3.612 2.128
57 C 3.112 -4.594 1.821
58 N 2.269 -5.358 1.591
59 H 3.017 -4.582 4.519
60 H 4.310 -4.050 5.587
61 H 3.368 -2.852 4.689
62 H 5.262 -4.930 3.474
63 H 5.635 -3.224 3.682
64 H 4.962 -3.668 1.347
65 H 3.785 -2.601 2.124
66 Mg -3.828 3.013 1.893
67 C 2.906 -10.728 1.907
68 C 2.716 -10.017 3.238
69 C 1.656 -8.932 3.138
70 O 3.952 -9.438 3.649
71 H 3.239 -10.027 1.135
72 H 3.678 -11.497 1.990
73 H 1.978 -11.198 1.573
74 H 2.428 -10.742 4.003
75 H 1.946 -8.169 2.408
76 H 1.536 -8.422 4.097
77 H 0.690 -9.348 2.841
78 H 4.215 -8.795 2.980
79 Br 0.663 4.550 1.436
80 N -2.160 -2.973 -2.864
81 O -0.945 -3.192 -2.804
82 O -2.571 -1.822 -3.092
83 O -2.962 -3.890 -2.694
84 C -7.253 5.202 -0.463
85 O -6.343 4.718 0.215
86 N -7.820 4.536 -1.496
87 N -7.758 6.435 -0.231
88 H -8.560 4.914 -2.060
89 H -7.469 3.616 -1.699
90 H -7.357 6.956 0.529
91 H -8.501 6.849 -0.772
92 C -12.346 7.259 -1.846
93 C -10.974 7.028 -2.445
94 O -10.170 6.241 -1.560
95 H -12.263 7.766 -0.882
96 H -12.966 7.864 -2.510
97 H -12.854 6.307 -1.663
98 H -10.463 7.978 -2.606
99 H -11.050 6.510 -3.406
100 H -10.622 5.399 -1.428
101 Na -1.472 4.582 -0.899

Results
E_LUMO   -7.0 eV
E_HOMO   -0.32689 hartree

These are the Mulliken partial charges, in e, on atoms 1 to 6:
1 C -0.923
2 C -0.389
3 C -0.072
4 O -0.224
5 C -1.081
6 C 0.510

The following is a quantum chemistry calculation of an isolated molecule of C4H5NO, from the OMol25 dataset.

Atoms and positions in Å:
1 C 1.627 -2.051 -0.203
2 C 1.169 -0.958 -0.413
3 C 0.533 0.356 -0.498
4 N -0.455 0.411 0.567
5 C -1.612 1.109 0.405
6 O -1.806 1.910 -0.488
7 H 1.998 -3.027 0.015
8 H 0.020 0.520 -1.453
9 H 1.282 1.153 -0.403
10 H -0.411 -0.311 1.271
11 H -2.346 0.887 1.202

Results
E_LUMO   0.8 eV
Energy relative to the best compared isomer or geometry (same formula, charge and spin)   169.8 kJ/mol
E_HOMO   -0.36887 hartree

These are the Mulliken partial charges, in e, on atoms 1 to 6:
1 C 0.131
2 C -0.444
3 C -0.537
4 N -0.178
5 C 0.047
6 O -0.554

The following is a quantum chemistry calculation of a structure of composition C39H26Br2F7N4O3S2TeTi, from the OMol25 dataset.

Atoms and positions in Å:
1 Ti -0.118 0.146 -0.073
2 Br 1.614 -3.613 -2.892
3 C -0.205 -3.161 -2.919
4 C -1.078 -3.872 -3.765
5 C -2.391 -3.537 -3.830
6 Br -3.536 -4.537 -4.947
7 C -2.891 -2.438 -3.090
8 C -4.224 -1.974 -3.141
9 C -4.572 -0.845 -2.462
10 C -3.590 -0.173 -1.713
11 N -2.361 -0.605 -1.584
12 C -1.997 -1.727 -2.262
13 C -0.639 -2.128 -2.128
14 O 0.141 -1.443 -1.264
15 H -0.685 -4.687 -4.357
16 H -4.953 -2.507 -3.739
17 H -5.584 -0.462 -2.496
18 H -3.833 0.750 -1.197
19 F 2.341 3.557 3.453
20 C 1.866 3.367 2.212
21 C 1.168 2.207 1.945
22 C 0.598 2.007 0.699
23 C 0.785 2.984 -0.291
24 C 1.579 4.091 0.002
25 F 1.892 4.984 -0.951
26 C 2.109 4.321 1.253
27 C 0.223 2.716 -1.624
28 C 0.093 3.674 -2.625
29 C -0.317 3.298 -3.889
30 C -0.587 1.961 -4.139
31 C -0.514 1.078 -3.090
32 N -0.158 1.430 -1.845
33 H 1.112 1.470 2.737
34 H 2.714 5.195 1.452
35 H 0.324 4.706 -2.422
36 H -0.405 4.041 -4.672
37 H -0.851 1.602 -5.124
38 H -0.722 0.039 -3.269
39 F 3.678 0.156 -1.595
40 Te 2.504 -1.235 -1.164
41 F 3.821 -2.242 -1.984
42 F 1.898 -0.649 -2.824
43 F 3.749 -1.349 0.263
44 F 1.959 -2.703 -0.146
45 O 1.666 0.067 -0.090
46 N 2.069 -0.833 2.536
47 C 1.034 -1.653 2.292
48 N -0.047 -1.341 1.588
49 C -0.939 -2.449 1.584
50 C -2.191 -2.504 0.990
51 C -2.932 -3.673 1.050
52 C -2.447 -4.794 1.719
53 C -1.222 -4.741 2.359
54 C -0.491 -3.563 2.289
55 S 1.048 -3.226 3.015
56 H 2.267 -0.135 1.833
57 H 2.900 -1.268 2.905
58 H -2.589 -1.638 0.495
59 H -3.906 -3.706 0.576
60 H -3.031 -5.705 1.746
61 H -0.838 -5.596 2.902
62 O -1.745 0.750 0.807
63 S -3.022 1.392 1.343
64 C -2.565 2.482 2.660
65 C -3.342 3.623 2.800
66 C -3.061 4.501 3.836
67 C -2.007 4.239 4.701
68 C -1.237 3.090 4.546
69 C -1.521 2.198 3.528
70 C -3.835 0.095 2.234
71 C -5.155 -0.144 1.876
72 C -5.837 -1.195 2.475
73 C -5.194 -1.989 3.413
74 C -3.874 -1.727 3.774
75 C -3.186 -0.683 3.186
76 H -4.155 3.825 2.109
77 H -3.658 5.395 3.960
78 H -1.778 4.938 5.494
79 H -0.410 2.890 5.216
80 H -0.932 1.302 3.400
81 H -5.639 0.483 1.134
82 H -6.867 -1.395 2.206
83 H -5.723 -2.817 3.867
84 H -3.381 -2.338 4.519
85 H -2.155 -0.495 3.457

Results
E_LUMO   -3.7 eV
Energy relative to the best compared isomer or geometry (same formula, charge and spin)   450.8 kJ/mol
E_HOMO   -0.40137 hartree
Total charge   +1

These are the Mulliken partial charges, in e, on atoms 1 to 6:
1 Ti -1.141
2 Br -0.115
3 C 0.421
4 C -0.366
5 C -0.119
6 Br -0.191

| no. | molecular weight (Da) |
| --- | --- |
| 1 | 721.96 |
| 2 | 904.53 |
| 3 | 83.09 |
| 4 | 1131.06 |